Record 1
Molecular formula: C11H19BO3
Method: DFT, ωB97M-V with the def2-TZVPD basis set

Summary:
gap between HOMO and LUMO	7.37	eV
energy above the lowest of the compared OMol25 structures with the same formula, charge and spin	592.6	kJ/mol
maximum force	4.46	eV/Å
SMILES string	CCO/B=C/C=C\C=C(OCC)OCC

Each line ends with the Löwdin charge.
Atoms and positions in Å:
B 1.691 -1.171 0.599  -0.259
C 1.364 -2.560 0.509  -0.057
C 0.198 -3.241 0.063  -0.182
C -1.112 -2.815 -0.019  -0.142
C -1.722 -1.526 0.120  -0.043
C -1.204 -0.331 -0.238  -0.323
C 2.819 2.247 1.371  -0.074
C -2.991 2.304 1.634  -0.073
C -0.033 0.218 -3.241  -0.075
C 2.837 1.084 0.375  -0.190
C -2.139 1.019 1.539  -0.210
C 0.224 -0.741 -2.094  -0.223
O 2.144 -0.026 0.991  0.064
O -1.878 0.892 0.098  -0.083
O -0.015 -0.108 -0.837  -0.073
H 2.304 -3.233 0.240  0.125
H 0.375 -4.277 0.176  0.080
H -1.793 -3.615 -0.283  0.090
H -2.787 -1.553 0.506  0.139
H 3.679 2.981 1.238  0.097
H 1.890 2.691 1.411  0.032
H 3.045 1.740 2.432  0.129
H -4.001 1.907 1.835  0.074
H -2.732 3.015 2.412  0.069
H -3.037 2.763 0.670  0.063
H 0.074 -0.142 -4.278  0.082
H -0.938 0.815 -3.232  0.075
H 0.686 1.024 -3.330  0.061
H 3.908 0.721 0.300  0.140
H 2.235 1.321 -0.603  0.156
H -2.794 0.270 1.953  0.099
H -1.097 1.228 1.971  0.144
H 1.250 -1.152 -2.152  0.122
H -0.451 -1.749 -2.135  0.166



Record 2
Molecular formula: C11H19FN3O8S
Method: DFT, ωB97M-V with the def2-TZVPD basis set

Summary:
gap between HOMO and LUMO	6.70	eV
maximum force	1.05	eV/Å
net charge	+1

Each line ends with the Löwdin charge.
Atoms and positions in Å:
O 3.643 2.819 -2.686  0.245
C 2.868 3.646 -2.963  -0.460
F 2.783 4.212 -4.206  0.101
N 1.921 4.253 -2.118  0.215
C 1.279 5.439 -2.523  -0.360
O 1.281 6.476 -1.985  0.278
N 0.425 5.348 -3.807  0.136
N -0.948 5.070 -3.426  0.072
C -1.200 3.854 -3.374  -0.737
S -1.457 2.356 -3.260  0.978
H 1.304 3.567 -1.682  0.162
H 0.433 6.266 -4.263  0.199
H 0.777 4.653 -4.471  0.166
C 3.985 -0.109 -1.868  -0.068
C 2.634 -0.746 -2.102  -0.201
O 2.004 -1.152 -0.875  0.050
C 1.453 -0.191 -0.147  -0.613
O 1.389 0.982 -0.444  0.082
O 0.978 -0.730 0.965  0.009
C 0.404 0.190 1.903  -0.019
H 4.624 -0.782 -1.296  0.090
H 4.467 0.102 -2.822  0.084
H 3.892 0.823 -1.313  0.057
H 2.735 -1.667 -2.671  0.127
H 1.962 -0.082 -2.649  0.111
H -0.362 0.798 1.428  0.093
H 1.178 0.828 2.325  0.101
H -0.035 -0.424 2.683  0.097
C -1.336 -3.608 1.471  -0.057
C -2.605 -2.804 1.644  -0.218
O -3.639 -3.545 2.306  0.039
C -3.492 -3.653 3.629  -0.613
O -2.611 -3.154 4.283  0.118
O -4.488 -4.395 4.099  0.010
C -4.436 -4.643 5.509  -0.030
H -1.544 -4.541 0.948  0.085
H -0.608 -3.036 0.895  0.067
H -0.892 -3.854 2.435  0.080
H -3.031 -2.547 0.675  0.121
H -2.422 -1.878 2.190  0.113
H -4.362 -3.710 6.062  0.096
H -3.587 -5.281 5.749  0.099
H -5.363 -5.151 5.752  0.095



> Among the records above, which one has the highest maximum force?

C11H19BO3



> Look up the maximum force of the first one.

4.46 eV/Å



> The lowest maximum force belongs to which entry?

C11H19FN3O8S



Copy entry 1 word for word.
Molecular formula: C11H19BO3
Method: DFT, ωB97M-V with the def2-TZVPD basis set

Summary:
gap between HOMO and LUMO	7.37	eV
energy above the lowest of the compared OMol25 structures with the same formula, charge and spin	592.6	kJ/mol
maximum force	4.46	eV/Å
SMILES string	CCO/B=C/C=C\C=C(OCC)OCC

Each line ends with the Löwdin charge.
Atoms and positions in Å:
B 1.691 -1.171 0.599  -0.259
C 1.364 -2.560 0.509  -0.057
C 0.198 -3.241 0.063  -0.182
C -1.112 -2.815 -0.019  -0.142
C -1.722 -1.526 0.120  -0.043
C -1.204 -0.331 -0.238  -0.323
C 2.819 2.247 1.371  -0.074
C -2.991 2.304 1.634  -0.073
C -0.033 0.218 -3.241  -0.075
C 2.837 1.084 0.375  -0.190
C -2.139 1.019 1.539  -0.210
C 0.224 -0.741 -2.094  -0.223
O 2.144 -0.026 0.991  0.064
O -1.878 0.892 0.098  -0.083
O -0.015 -0.108 -0.837  -0.073
H 2.304 -3.233 0.240  0.125
H 0.375 -4.277 0.176  0.080
H -1.793 -3.615 -0.283  0.090
H -2.787 -1.553 0.506  0.139
H 3.679 2.981 1.238  0.097
H 1.890 2.691 1.411  0.032
H 3.045 1.740 2.432  0.129
H -4.001 1.907 1.835  0.074
H -2.732 3.015 2.412  0.069
H -3.037 2.763 0.670  0.063
H 0.074 -0.142 -4.278  0.082
H -0.938 0.815 -3.232  0.075
H 0.686 1.024 -3.330  0.061
H 3.908 0.721 0.300  0.140
H 2.235 1.321 -0.603  0.156
H -2.794 0.270 1.953  0.099
H -1.097 1.228 1.971  0.144
H 1.250 -1.152 -2.152  0.122
H -0.451 -1.749 -2.135  0.166